9
Properties=species:S:1:pos:R:3:forces:R:3:nbo_charge:R:1 method="wB97M-V/def2-TZVPD" e_above_lowest_kcal_mol=84.9 e_lumo_ev=0.89 smiles="C=NSON" homo_ev=-8.891
C 1.680 1.267 -0.066 0.29 0.31 0.17 -0.08
N 0.550 0.774 -0.284 -2.21 0.23 0.01 -0.55
N -2.228 -0.750 0.066 0.40 0.07 0.59 -0.52
O -1.987 0.499 -0.603 -0.13 0.01 -0.38 -0.55
S -0.982 1.543 0.150 1.60 -1.10 -0.20 0.68
H 2.530 0.691 -0.410 0.20 -0.08 0.00 0.18
H 1.897 2.213 0.425 -0.12 0.17 0.09 0.15
H -3.233 -0.892 0.023 0.10 0.17 -0.21 0.35
H -1.766 -1.456 -0.504 -0.11 0.22 -0.06 0.35